Entry i
Entry from OMol25: 3 unconnected molecules or ions with the total composition C3H13N4 (the ωB97M-V functional and the def2-TZVPD basis).

```
! RIJCOSX wB97M-V def2-TZVPD def2/J DEFGRID3
* xyz 1 1
N -0.79260 -0.33203 0.99179
N 3.13215 -2.28489 -2.71758
N -1.80286 0.33945 0.70359
N 1.57751 -1.22931 -0.67350
C 0.64056 -0.37872 -0.80938
C -2.38237 1.53050 1.20002
C -2.21869 1.60088 2.69798
H -1.22618 1.72992 3.06805
H -2.35431 -0.00137 -0.23343
H 1.53237 -1.74160 0.12907
H 3.50783 -3.17553 -2.91428
H 2.36725 -2.09542 -3.39406
H -2.63812 2.41196 3.18509
H -3.35324 1.55566 0.77641
H -2.63116 0.53791 2.94686
H -1.99431 2.51204 0.77713
H 2.20358 -1.54110 -1.42202
H 3.88312 -1.72519 -3.07340
H 0.58428 0.21312 -1.65348
H -0.28902 0.14954 1.69010
*
```

Computed properties:
HOMO energy (spin up / spin down) = -11.85 / -11.82 eV

Which charges does Mulliken predict for the atoms? In e, they are: atom 1 (N): -0.50, atom 2 (N): -0.88, atom 3 (N): 0.17, atom 4 (N): -0.12, atom 5 (C): -0.18, atom 6 (C): -0.11, atom 7 (C): -1.27, atom 8 (H): 0.37, atom 9 (H): 0.34, atom 10 (H): 0.25, atom 11 (H): 0.25, atom 12 (H): 0.27, atom 13 (H): 0.37, atom 14 (H): 0.33, atom 15 (H): 0.32, atom 16 (H): 0.26, atom 17 (H): 0.32, atom 18 (H): 0.25, atom 19 (H): 0.31, atom 20 (H): 0.26



Entry ii
Entry from OMol25: 2 unconnected molecules or ions with the total composition C3H13N4 (the ωB97M-V functional and the def2-TZVPD basis).

```
! RIJCOSX wB97M-V def2-TZVPD def2/J DEFGRID3
* xyz 1 1
N -1.88478 1.24812 0.31905
N 1.19093 0.51367 0.05904
N -0.88031 -0.82823 0.72436
N -2.93939 -0.94578 -0.66338
C 3.57049 0.11934 -0.35593
C 2.31234 -0.06538 0.40263
C -1.81339 -0.15346 -0.21207
H -3.34374 -0.66808 -1.55215
H 4.26093 0.46211 0.40870
H 0.21069 0.37751 0.58840
H -2.37811 1.16197 1.18637
H -1.26606 -1.15809 1.56911
H 3.91826 -0.72484 -0.86467
H 1.07831 1.18306 -0.78744
H 3.41791 0.97599 -1.13940
H 2.28463 -0.72561 1.28890
H -0.31122 -1.47122 0.38790
H -2.41099 1.78792 -0.24107
H -1.32516 -0.04621 -1.26322
H -3.69133 -1.04278 0.14488
*
```

Computed properties:
HOMO energy = -12.93 eV

Which charges does Mulliken predict for the atoms? In e, they are: atom 1 (N): -0.50, atom 2 (N): -0.31, atom 3 (N): -0.50, atom 4 (N): -0.52, atom 5 (C): -0.97, atom 6 (C): 0.28, atom 7 (C): -0.22, atom 8 (H): 0.26, atom 9 (H): 0.30, atom 10 (H): 0.53, atom 11 (H): 0.20, atom 12 (H): 0.17, atom 13 (H): 0.33, atom 14 (H): 0.28, atom 15 (H): 0.27, atom 16 (H): 0.38, atom 17 (H): 0.24, atom 18 (H): 0.23, atom 19 (H): 0.29, atom 20 (H): 0.25



Entry iii
Entry from OMol25: 2 unconnected molecules or ions with the total composition C3H13N4 (the ωB97M-V functional and the def2-TZVPD basis).

```
! RIJCOSX wB97M-V def2-TZVPD def2/J DEFGRID3
* xyz 1 1
N -0.93007 0.79178 1.26981
N -1.07916 -1.10907 -1.24339
N 0.07114 2.61788 0.24319
N 1.64158 0.77309 -0.36169
C 0.79636 -2.01276 -0.04620
C 0.11964 1.23863 0.37204
C -0.62810 -2.24657 -0.45827
H -0.83020 -0.25870 1.25480
H -0.75973 -0.20512 -0.77935
H 2.22257 1.31930 0.22765
H 1.41263 -1.62975 -0.87401
H -0.67657 -3.13697 -1.11434
H 0.45268 3.03588 1.08752
H -0.96412 2.76545 0.26496
H 0.91132 -1.32367 0.82901
H -0.59847 1.06610 2.16764
H 1.17403 -2.97552 0.20905
H -2.09807 -1.03014 -1.20594
H -1.26230 -2.46334 0.42756
H 1.36443 1.44483 -1.05540
*
```

Computed properties:
HOMO energy = -13.18 eV

Which charges does Mulliken predict for the atoms? In e, they are: atom 1 (N): -0.47, atom 2 (N): -0.51, atom 3 (N): -0.51, atom 4 (N): -0.36, atom 5 (C): -0.84, atom 6 (C): 0.30, atom 7 (C): -0.44, atom 8 (H): 0.25, atom 9 (H): 0.11, atom 10 (H): 0.28, atom 11 (H): 0.26, atom 12 (H): 0.38, atom 13 (H): 0.35, atom 14 (H): 0.35, atom 15 (H): 0.23, atom 16 (H): 0.34, atom 17 (H): 0.41, atom 18 (H): 0.29, atom 19 (H): 0.26, atom 20 (H): 0.34



Energies relative to the most stable structure, in kcal/mol: entry i 81.0; entry ii 0.0; entry iii 84.2.



Entry i
Entry from OMol25: a molecular structure, C8H16Si (the ωB97M-V functional and the def2-TZVPD basis).

```
! RIJCOSX wB97M-V def2-TZVPD def2/J DEFGRID3
* xyz 0 1
Si -1.00053 0.25209 -0.05621
C 1.00669 -1.87952 -0.72063
C -0.81471 2.04735 0.55130
C 2.14293 0.68347 -0.47021
C -1.78398 0.20820 -1.79977
C -2.15115 -0.71932 1.12234
C 1.15816 -1.67638 0.75517
C 2.83996 1.16230 0.52364
C 0.70651 -0.55018 -0.11168
H 0.43440 -2.12856 1.41746
H 1.90936 -1.98389 -1.30302
H -2.26924 -0.74397 -1.99296
H -1.78305 2.51603 0.69195
H -2.34033 -1.72286 0.74878
H -0.25789 2.64043 -0.16776
H -1.03500 0.35791 -2.57226
H 2.64182 0.89644 1.54950
H -2.53302 0.98724 -1.91635
H 2.24180 0.87473 -1.51998
H -3.11322 -0.22461 1.22756
H -0.28125 2.09438 1.49422
H -1.72333 -0.81368 2.11707
H 2.15897 -1.65233 1.15917
H 0.18554 -2.47473 -1.09016
H 3.66056 1.84949 0.36283
*
```

Computed properties:
HOMO energy = -9.62 eV

Which charges does Mulliken predict for the atoms? In e, they are: atom 1 (Si): 0.09, atom 2 (C): -0.68, atom 3 (C): -1.04, atom 4 (C): -0.47, atom 5 (C): -1.09, atom 6 (C): -1.11, atom 7 (C): -0.66, atom 8 (C): -0.65, atom 9 (C): 0.66, atom 10 (H): 0.26, atom 11 (H): 0.25, atom 12 (H): 0.31, atom 13 (H): 0.34, atom 14 (H): 0.33, atom 15 (H): 0.32, atom 16 (H): 0.34, atom 17 (H): 0.26, atom 18 (H): 0.35, atom 19 (H): 0.38, atom 20 (H): 0.34, atom 21 (H): 0.33, atom 22 (H): 0.33, atom 23 (H): 0.27, atom 24 (H): 0.26, atom 25 (H): 0.29



Entry ii
Entry from OMol25: 2 unconnected molecules or ions with the total composition C8H16Si (the ωB97M-V functional and the def2-TZVPD basis).

```
! RIJCOSX wB97M-V def2-TZVPD def2/J DEFGRID3
* xyz 0 1
Si 1.13991 -0.00836 0.12363
C 0.90913 -1.11011 -1.38619
C 0.74935 -1.17387 1.55269
C -2.70799 -1.82865 0.25929
C 2.97587 0.67213 0.39715
C -0.88070 2.42164 0.38886
C -0.18579 2.82770 -0.83101
C -3.35222 -0.66048 -0.08929
C 0.04256 1.54274 0.01570
H -0.10069 -1.92262 1.37229
H -0.20957 -1.03014 -1.71846
H -1.62354 -1.82567 0.47108
H 0.38609 -0.57495 2.51140
H 2.96482 1.09720 1.52991
H -3.14934 -2.68094 -0.19730
H 1.31572 -2.14439 -1.14048
H 1.51954 -0.63844 -2.19158
H 0.44003 3.70606 -0.70416
H -1.64462 2.85078 1.02317
H -4.46005 -0.65240 -0.37588
H 1.64998 -1.72626 1.87947
H 3.26651 1.57572 -0.33058
H -0.54877 2.59114 -1.84777
H 3.84000 0.02234 0.33864
H -3.08960 0.31168 0.19724
*
```

Computed properties:
HOMO energy = -9.02 eV

Which charges does Mulliken predict for the atoms? In e, they are: atom 1 (Si): 0.27, atom 2 (C): -0.93, atom 3 (C): -1.02, atom 4 (C): -0.17, atom 5 (C): -0.99, atom 6 (C): -0.27, atom 7 (C): -0.56, atom 8 (C): -0.47, atom 9 (C): 0.08, atom 10 (H): 0.26, atom 11 (H): 0.28, atom 12 (H): -0.12, atom 13 (H): 0.28, atom 14 (H): 0.22, atom 15 (H): 0.28, atom 16 (H): 0.26, atom 17 (H): 0.33, atom 18 (H): 0.22, atom 19 (H): 0.41, atom 20 (H): 0.22, atom 21 (H): 0.35, atom 22 (H): 0.26, atom 23 (H): 0.20, atom 24 (H): 0.37, atom 25 (H): 0.24



Energies relative to the most stable structure, in kcal/mol: entry i 0.0; entry ii 54.0.



Entry i
Entry from OMol25: 2 unconnected molecules or ions with the total composition C6H16O2 (the ωB97M-V functional and the def2-TZVPD basis).

```
! RIJCOSX wB97M-V def2-TZVPD def2/J DEFGRID3
* xyz 0 1
O 4.76590 -1.45593 2.05224
O 2.42342 5.04575 0.38619
C 0.99956 6.27366 1.90612
C 2.17180 6.89736 2.58861
C 3.87104 -3.28658 0.91820
C 1.33439 5.93842 0.45091
C 4.70980 -2.84634 2.11244
C 2.32982 -2.86130 0.95225
H 4.29854 -2.94515 -0.04415
H 3.00010 6.17692 2.69588
H 4.01078 -4.38307 0.97841
H 4.28820 -3.28387 3.03779
H 0.72046 5.31908 2.39227
H 2.52656 7.75514 1.99282
H 2.21121 -1.76557 0.90859
H 1.99251 4.27678 0.81445
H 0.45951 5.42559 0.00701
H 0.11404 6.93735 1.93454
H 5.50025 -1.21642 1.44911
H 1.88786 7.25882 3.59127
H 1.57258 6.81100 -0.18730
H 1.81283 -3.23557 1.85184
H 5.74535 -3.22224 2.00388
H 1.85100 -3.30276 0.06205
*
```

Computed properties:
HOMO energy = -10.01 eV

Which charges does Mulliken predict for the atoms? In e, they are: atom 1 (O): -0.52, atom 2 (O): -0.50, atom 3 (C): -0.31, atom 4 (C): -1.01, atom 5 (C): -0.31, atom 6 (C): -0.57, atom 7 (C): -0.52, atom 8 (C): -1.01, atom 9 (H): 0.30, atom 10 (H): 0.25, atom 11 (H): 0.29, atom 12 (H): 0.32, atom 13 (H): 0.27, atom 14 (H): 0.30, atom 15 (H): 0.27, atom 16 (H): 0.32, atom 17 (H): 0.28, atom 18 (H): 0.28, atom 19 (H): 0.32, atom 20 (H): 0.33, atom 21 (H): 0.35, atom 22 (H): 0.30, atom 23 (H): 0.28, atom 24 (H): 0.31



Entry ii
Entry from OMol25: 2 unconnected molecules or ions with the total composition C6H16O2 (the ωB97M-V functional and the def2-TZVPD basis).

```
! RIJCOSX wB97M-V def2-TZVPD def2/J DEFGRID3
* xyz 0 1
O 3.12926 -1.32675 1.98248
O -1.76472 3.66544 3.09271
C -0.61733 -0.44530 -1.44169
C -0.24450 0.10605 -2.85922
C 1.77421 -1.56941 1.62024
C 1.01670 -0.52876 0.67896
C 0.35184 -1.26601 -0.47491
C -1.48386 0.62906 -0.85445
H 1.64750 0.25014 0.29817
H 0.02225 -0.63996 -3.64962
H -2.42589 4.34682 3.16572
H -2.40790 0.74090 -1.42875
H 0.15822 -0.11250 1.29294
H -0.38450 -1.95845 -0.08093
H -1.10977 1.69269 -0.93000
H 0.67977 0.64763 -2.67650
H 1.12153 -1.54869 2.51973
H -1.21284 -1.33381 -1.70819
H -0.99899 0.70497 -3.31263
H -2.05411 2.79056 3.36158
H 1.73804 -2.49897 1.06072
H 3.53254 -1.07790 1.14254
H 1.20012 -1.71748 -0.99050
H -1.66758 0.44973 0.19159
*
```

Computed properties:
HOMO energy = -10.08 eV

Which charges does Mulliken predict for the atoms? In e, they are: atom 1 (O): -0.51, atom 2 (O): -0.64, atom 3 (C): 0.80, atom 4 (C): -1.45, atom 5 (C): -0.50, atom 6 (C): -0.22, atom 7 (C): -0.91, atom 8 (C): -1.57, atom 9 (H): 0.33, atom 10 (H): 0.34, atom 11 (H): 0.32, atom 12 (H): 0.43, atom 13 (H): 0.09, atom 14 (H): 0.30, atom 15 (H): 0.32, atom 16 (H): 0.36, atom 17 (H): 0.30, atom 18 (H): 0.13, atom 19 (H): 0.39, atom 20 (H): 0.32, atom 21 (H): 0.31, atom 22 (H): 0.31, atom 23 (H): 0.35, atom 24 (H): 0.40



Energies relative to the most stable structure, in kcal/mol: entry i 0.0; entry ii 13.1.